[1]
49
Properties=species:S:1:pos:R:3:lowdin_charge:R:1 method="wB97M-V/def2-TZVPD" homo_energy_ev=-11.1 homo_lumo_gap_ev=7.78 relative_energy_kcal_mol=18.2 total_charge=+1
C 1.184 -2.058 1.819 -0.308
S -0.200 -2.903 2.538 0.575
O -1.088 -1.899 3.001 -0.231
O 0.280 -3.860 3.459 -0.216
O -0.832 -3.688 1.280 -0.250
P -1.504 -2.788 0.100 0.337
O -0.500 -1.917 -0.520 -0.228
O -2.009 -3.909 -0.870 -0.032
O -2.771 -2.102 0.680 -0.129
C -2.860 -0.661 0.490 -0.196
C -3.405 -0.282 -0.864 -0.239
C -3.111 1.181 -1.196 -0.420
S -1.445 1.181 -1.932 0.971
C -0.618 2.630 -1.318 -1.091
S -1.315 4.072 -1.297 0.798
N 0.732 2.434 -0.862 -0.064
C 0.834 2.209 0.553 -0.251
C 2.069 2.402 1.148 -0.029
C 2.249 2.159 2.492 -0.067
C 1.201 1.719 3.286 -0.070
C -0.037 1.563 2.699 -0.057
C -0.215 1.811 1.352 -0.023
C 1.355 1.416 -1.647 -0.282
C 1.955 0.319 -1.091 -0.107
C 2.512 -0.720 -1.950 -0.258
C 2.441 -0.573 -3.312 -0.063
C 1.859 0.578 -3.841 -0.041
C 1.337 1.529 -3.036 -0.045
H 0.758 -1.158 1.342 0.042
H 1.856 -1.707 2.612 0.088
H 1.768 -2.695 1.134 -0.089
H -1.609 -3.736 -1.730 0.107
H -1.905 -0.208 0.705 0.080
H -3.549 -0.312 1.248 0.143
H -4.474 -0.448 -0.904 0.127
H -2.932 -0.896 -1.625 0.093
H -3.796 1.479 -1.973 0.079
H -3.194 1.843 -0.344 0.079
H 2.912 2.735 0.564 0.132
H 3.211 2.317 2.948 0.110
H 1.368 1.544 4.332 0.111
H -0.857 1.230 3.309 0.115
H -1.202 1.686 0.948 0.083
H 2.003 0.240 0.014 0.042
H 2.983 -1.669 -1.543 -0.090
H 2.831 -1.349 -3.943 0.114
H 1.820 0.682 -4.909 0.121
H 0.889 2.408 -3.469 0.130
Rb 3.020 -1.832 0.122 1.398

---

[2]
41
Properties=species:S:1:pos:R:3:lowdin_charge:R:1 method="wB97M-V/def2-TZVPD" multiplicity=4 homo_energy_ev="-19.1 / -19.1" s2=4.06 homo_lumo_gap_ev="5.99 / 6.83" total_charge=+3
Re 0.221 -0.012 -0.096 1.634
C -0.620 3.454 2.992 0.007
C -0.963 2.201 2.316 -0.200
C -1.658 2.213 1.087 0.021
C -2.043 1.029 0.461 -0.101
C -1.697 -0.245 1.030 -0.266
C -0.993 -0.242 2.274 -0.075
C -0.624 0.946 2.875 0.023
H -0.238 4.202 2.294 0.117
H 0.066 3.308 3.822 0.105
H -1.531 3.919 3.397 0.138
H -1.957 3.162 0.660 0.150
H -2.727 1.073 -0.379 0.128
H -2.284 -1.125 0.774 0.139
H -0.805 -1.183 2.778 0.141
H -0.111 0.921 3.827 0.145
C 0.281 -0.103 -2.206 -0.163
C -0.762 -1.149 -2.115 -0.347
C -2.126 -0.885 -2.453 0.008
C -3.026 -1.908 -2.651 0.052
C -2.600 -3.242 -2.519 -0.126
C -1.269 -3.541 -2.174 0.047
C -0.369 -2.521 -1.981 0.006
C -3.502 -4.314 -2.752 -0.108
N -4.202 -5.189 -2.973 0.292
H -0.032 0.818 -2.710 0.106
H 1.222 -0.464 -2.629 0.100
H -2.432 0.132 -2.656 0.135
H -4.046 -1.699 -2.940 0.152
H -0.966 -4.575 -2.086 0.151
H 0.665 -2.757 -1.769 0.132
C 4.502 0.822 -0.671 -0.191
S 3.632 -0.152 0.575 1.066
C 4.108 0.803 2.028 -0.194
O 2.131 0.321 0.349 -0.723
H 4.051 1.807 -0.769 0.085
H 4.497 0.322 -1.635 0.075
H 5.535 0.912 -0.344 0.089
H 5.157 0.587 2.227 0.092
H 3.529 0.489 2.893 0.074
H 3.983 1.868 1.848 0.084

---

[3]
54
Properties=species:S:1:pos:R:3:lowdin_charge:R:1 method="wB97M-V/def2-TZVPD" multiplicity=2 homo_energy_ev="-7.8 / -8.3" s2=0.75 homo_lumo_gap_ev="7.72 / 7.87" relative_energy_kcal_mol=0.0
Pt 0.278 -0.709 0.498 1.005
B 1.819 1.099 3.009 -0.402
N 2.214 -0.381 2.771 -0.065
C 3.138 -1.050 3.461 -0.070
C 3.549 -2.145 2.728 -0.042
C 2.804 -2.077 1.562 -0.168
N 2.014 -0.999 1.585 -0.130
N 0.278 1.231 2.834 -0.065
C -0.544 1.939 3.609 -0.072
C -1.779 2.029 2.989 -0.046
C -1.617 1.325 1.805 -0.164
N -0.363 0.869 1.712 -0.119
H 2.079 1.382 4.149 0.073
H 2.371 1.803 2.196 0.069
H 3.467 -0.676 4.416 0.124
H 4.273 -2.890 3.003 0.097
H 2.787 -2.748 0.724 0.060
H -0.188 2.335 4.544 0.123
H -2.667 2.514 3.351 0.093
H -2.346 1.086 1.051 0.072
O 1.763 0.263 -1.252 -0.245
N 1.675 -0.460 -2.361 -0.203
C 2.062 0.131 -3.517 -0.023
C 2.048 -0.539 -4.708 -0.056
C 1.617 -1.868 -4.723 -0.062
C 1.217 -2.451 -3.548 -0.081
C 1.242 -1.747 -2.335 -0.610
S 0.769 -2.522 -0.867 0.694
H 2.398 1.148 -3.390 0.136
H 2.374 -0.033 -5.604 0.108
H 1.591 -2.430 -5.647 0.111
H 0.862 -3.471 -3.518 0.110
Cl -1.797 -3.606 4.949 0.593
C -2.139 -3.262 3.252 -1.012
Cl -2.621 -4.744 2.385 0.579
C -0.915 -2.653 2.524 -0.775
O -1.307 -1.824 1.622 -0.218
O 0.212 -2.993 2.807 0.024
H -2.985 -2.587 3.213 0.053
C -3.816 1.314 -2.328 -0.042
N -2.481 1.811 -2.101 -0.156
C -2.078 3.151 -2.514 -0.097
C -0.595 3.210 -2.101 -0.103
N -0.396 1.932 -1.429 0.046
C -1.473 1.157 -1.510 -0.709
S -1.601 -0.445 -0.938 0.743
H -4.546 2.045 -1.977 0.095
H -3.954 0.386 -1.779 0.059
H -3.987 1.127 -3.391 0.097
H -2.682 3.897 -1.994 0.125
H -2.224 3.282 -3.588 0.124
H -0.392 4.038 -1.423 0.121
H 0.067 3.300 -2.963 0.117
H 0.525 1.503 -1.243 0.084

---

[4]
50
Properties=species:S:1:pos:R:3:lowdin_charge:R:1 method="wB97M-V/def2-TZVPD" multiplicity=5 homo_energy_ev="-7.7 / -8.8" s2=6.01 homo_lumo_gap_ev="7.94 / 9.05" relative_energy_kcal_mol=0.0
H 2.272 -1.146 -1.879 0.117
N 1.519 0.816 -2.028 -0.087
B 0.831 3.173 -2.728 -0.438
N 1.712 1.878 -2.896 -0.001
C 2.651 1.522 -3.789 -0.057
Cr 0.263 0.974 -0.546 0.857
H 3.012 2.184 -4.563 0.125
C 3.041 0.208 -3.524 -0.051
H 3.759 -0.385 -4.051 0.091
C 2.308 -0.209 -2.415 -0.085
H 1.041 3.980 -3.589 0.117
C -1.158 0.764 3.122 -0.047
H -2.062 0.637 3.757 0.028
H -1.359 0.308 2.111 0.002
H -0.840 1.811 2.848 0.013
N 1.147 3.735 -1.296 -0.003
N -0.672 2.733 -2.671 -0.010
N 0.909 2.910 -0.199 -0.054
N -1.074 1.776 -1.753 -0.081
C 1.577 4.924 -0.848 -0.065
C -1.745 3.105 -3.391 -0.060
H 1.831 5.713 -1.528 0.124
H -1.691 3.858 -4.157 0.121
C 1.647 4.892 0.535 -0.057
C -2.844 2.346 -2.984 -0.044
C 1.224 3.613 0.915 -0.099
C -2.382 1.511 -1.958 -0.079
H 1.981 5.693 1.168 0.095
H -3.831 2.372 -3.390 0.090
H 1.145 3.188 1.904 0.108
H -2.886 0.753 -1.378 0.100
H -0.358 0.179 3.652 0.034
C -0.008 -5.676 4.435 -0.054
C -0.293 -4.840 3.218 -0.278
C -1.539 -4.222 3.098 -0.053
C -1.879 -3.381 2.039 -0.047
C -0.970 -3.120 1.008 -0.254
C 0.282 -3.720 1.109 -0.063
C 0.612 -4.547 2.190 -0.034
S -1.229 -1.968 -0.352 0.477
O -1.349 -2.726 -1.572 -0.299
O -2.356 -1.121 -0.010 -0.343
O 0.075 -1.218 -0.355 -0.441
H -0.160 -5.055 5.330 0.084
H -0.727 -6.506 4.469 0.084
H 1.010 -6.076 4.448 0.076
H -2.266 -4.328 3.895 0.112
H -2.843 -2.889 2.016 0.110
H 1.040 -3.496 0.363 0.111
H 1.626 -4.932 2.222 0.107

---

[5]
52
Properties=species:S:1:pos:R:3:lowdin_charge:R:1 method="wB97M-V/def2-TZVPD" multiplicity=4 homo_energy_ev="-10.0 / -11.7" s2=3.76 homo_lumo_gap_ev="7.93 / 9.57" total_charge=+1
V -0.273 0.978 0.284 0.742
C 3.170 0.999 -2.219 -0.044
C 2.503 0.579 -1.069 -0.125
N 1.309 1.168 -0.971 -0.064
N 1.189 1.970 -2.063 -0.013
C 2.289 1.878 -2.821 -0.058
B -0.100 2.833 -2.233 -0.452
N -0.299 3.673 -0.931 -0.016
C -0.399 4.995 -0.758 -0.057
C -0.632 5.255 0.579 -0.041
C -0.663 3.994 1.169 -0.135
N -0.462 3.031 0.259 -0.062
N -1.317 1.863 -2.342 -0.014
C -2.314 1.773 -3.229 -0.057
C -3.185 0.783 -2.819 -0.044
C -2.629 0.303 -1.635 -0.122
N -1.498 0.957 -1.343 -0.071
H 4.150 0.713 -2.562 0.101
H 2.826 -0.109 -0.304 0.109
H 2.372 2.446 -3.734 0.130
H -0.018 3.550 -3.197 0.123
H -0.298 5.662 -1.601 0.131
H -0.765 6.213 1.053 0.103
H -0.848 3.735 2.201 0.105
H -2.335 2.417 -4.094 0.131
H -4.088 0.458 -3.309 0.102
H -2.980 -0.485 -0.987 0.108
I -0.859 -0.205 6.247 0.929
C -0.102 0.638 4.545 -0.782
C 0.735 1.724 4.441 -0.122
N 0.986 1.895 3.135 0.009
N 0.358 0.998 2.366 -0.065
C -0.316 0.223 3.225 -0.187
H 1.169 2.365 5.191 0.133
H 1.583 2.581 2.699 0.169
H -0.914 -0.604 2.872 0.103
N -0.193 -1.013 0.293 0.114
C -0.005 -2.156 0.263 -0.166
N 0.185 -3.452 0.237 -0.068
C 0.767 -4.163 1.395 -0.092
C 0.147 -5.541 1.457 -0.183
O 0.321 -6.223 0.228 -0.112
C -0.336 -5.557 -0.838 -0.182
C 0.252 -4.182 -1.049 -0.090
H 0.559 -3.597 2.301 0.133
H 1.847 -4.244 1.260 0.137
H -0.919 -5.461 1.698 0.133
H 0.639 -6.133 2.225 0.136
H -1.409 -5.478 -0.630 0.133
H -0.193 -6.161 -1.729 0.136
H -0.303 -3.625 -1.801 0.137
H 1.296 -4.262 -1.358 0.137

---

[6]
43
Properties=species:S:1:pos:R:3:lowdin_charge:R:1 method="wB97M-V/def2-TZVPD" homo_energy_ev=-14.9 homo_lumo_gap_ev=6.44 total_charge=+2
C 2.258 1.811 -1.284 -0.111
O 1.658 2.054 -2.585 -0.231
C 1.148 0.839 -3.187 -0.231
C 0.066 1.086 -4.358 -0.151
C -0.766 2.452 -4.229 -0.153
C -2.077 2.369 -3.299 -0.125
N -1.757 1.579 -2.058 -0.067
C -2.185 0.186 -2.052 0.059
C -1.856 -0.713 -0.830 0.064
C -1.069 -0.087 0.361 -0.083
C -0.631 -0.915 1.650 -0.068
C -0.337 -0.317 3.057 0.069
C 0.126 -1.228 4.218 0.058
N 0.315 -2.671 4.043 -0.095
C 0.815 -3.402 5.265 -0.078
C 2.171 -2.692 5.820 -0.674
O 2.365 -2.476 7.045 0.012
Br 3.670 -2.142 4.611 0.698
C 0.030 -3.292 2.775 0.073
C -0.449 -2.482 1.512 0.083
C -0.674 1.425 0.309 0.061
C -1.063 2.221 -0.971 0.067
H 3.380 2.080 -1.376 0.117
H 2.188 0.721 -0.929 0.096
H 1.824 2.536 -0.509 0.081
H 0.765 0.064 -2.410 0.105
H 2.051 0.314 -3.696 0.144
H -0.584 0.143 -4.479 0.118
H 0.673 1.164 -5.342 0.133
H -1.144 2.717 -5.293 0.137
H -0.114 3.344 -3.897 0.129
H -2.387 3.452 -3.038 0.153
H -2.972 1.839 -3.792 0.145
H -2.739 -0.281 -2.940 0.159
H -2.208 -1.795 -0.861 0.121
H -0.451 0.801 3.240 0.122
H 0.342 -0.761 5.240 0.162
H 0.983 -4.515 5.011 0.161
H -0.003 -3.372 6.087 0.172
H 0.183 -4.424 2.617 0.160
H -0.650 -2.951 0.495 0.114
H -0.100 1.987 1.118 0.123
H -0.798 3.330 -1.063 0.168

---

[7]
42
Properties=species:S:1:pos:R:3:lowdin_charge:R:1 method="wB97M-V/def2-TZVPD" homo_energy_ev=-11.1 homo_lumo_gap_ev=6.70 total_charge=+1
Br -0.811 1.617 5.441 0.544
C -0.575 0.820 3.594 -0.591
C -1.648 -0.376 3.267 -0.257
C -1.264 -1.843 3.906 -0.124
C 0.309 -2.244 3.668 -0.057
N 1.302 -2.124 4.811 0.045
N 2.596 -2.484 4.381 0.065
C 2.480 -2.856 2.890 0.033
N 1.045 -2.713 2.434 0.111
H -0.777 1.700 2.822 0.093
H 0.552 0.527 3.458 0.068
H -1.797 -0.480 2.109 0.122
H -2.674 -0.051 3.783 0.132
H -1.910 -2.645 3.308 0.139
H -1.619 -1.951 5.040 0.147
H 1.025 -1.799 5.785 0.195
H 3.376 -3.179 2.180 0.160
H 0.575 -2.845 1.513 0.156
C 1.851 -1.308 -0.656 -0.120
C 3.062 -1.804 -1.140 -0.099
C 3.367 -1.699 -2.497 -0.078
C 2.465 -1.089 -3.369 -0.069
C 1.256 -0.590 -2.885 -0.079
C 0.947 -0.703 -1.530 -0.100
H 1.612 -1.393 0.400 0.053
H 3.767 -2.273 -0.459 0.090
H 4.307 -2.092 -2.874 0.109
H 2.705 -1.003 -4.425 0.111
H 0.555 -0.113 -3.564 0.105
H 0.003 -0.319 -1.154 0.090
C -1.961 4.395 -3.851 -0.088
C -0.946 3.740 -3.154 -0.092
C -1.160 2.456 -2.652 -0.111
C -2.386 1.824 -2.856 -0.106
C -3.400 2.477 -3.556 -0.094
C -3.189 3.764 -4.050 -0.088
H -1.795 5.396 -4.239 0.105
H 0.012 4.230 -3.000 0.103
H -0.372 1.949 -2.103 0.077
H -2.552 0.821 -2.469 0.093
H -4.355 1.983 -3.717 0.102
H -3.981 4.275 -4.591 0.104

---

[8]
46
Properties=species:S:1:pos:R:3:lowdin_charge:R:1 method="wB97M-V/def2-TZVPD" multiplicity=3 homo_energy_ev="-6.5 / -7.0" s2=2.04 homo_lumo_gap_ev="6.96 / 5.60" relative_energy_kcal_mol=0.0
Ti 0.360 0.158 -0.682 0.829
C -1.784 2.317 -1.293 -0.323
C -2.655 1.185 -0.757 -0.231
N -1.851 0.488 0.239 -0.145
C -2.399 -0.720 0.841 -0.141
C -1.233 -1.543 1.352 -0.276
C -1.349 -2.851 1.852 0.010
C -0.158 -3.539 2.181 -0.061
C 1.061 -3.016 1.886 -0.018
C 1.155 -1.741 1.115 -0.498
C 2.276 -0.777 1.509 -0.129
N 2.158 0.398 0.627 -0.127
C 3.063 0.477 -0.588 -0.280
C 2.208 0.442 -1.843 -0.258
N -0.426 1.824 -1.437 -0.193
N -0.079 -0.969 1.181 0.069
H -1.845 3.171 -0.597 0.099
H -2.217 2.669 -2.236 0.105
H -2.876 0.475 -1.559 0.099
H -3.607 1.563 -0.362 0.117
H -1.569 1.139 0.965 0.131
H -2.896 -1.299 0.057 0.122
H -3.144 -0.527 1.622 0.128
H -2.320 -3.300 2.013 0.110
H -0.219 -4.496 2.684 0.108
H 1.965 -3.531 2.175 0.076
H 3.242 -1.275 1.385 0.110
H 2.170 -0.470 2.552 0.128
H 2.255 1.240 1.177 0.115
H 3.787 -0.339 -0.520 0.099
H 3.614 1.417 -0.489 0.101
H 2.463 -0.390 -2.501 0.024
H 2.289 1.375 -2.405 0.021
H 0.083 2.360 -2.128 0.026
Cl -0.870 -1.563 -2.364 0.797
C 0.133 -2.977 -2.153 -0.524
C -0.034 -4.046 -3.008 -0.113
C 0.774 -5.162 -2.861 -0.094
C 1.764 -5.155 -1.889 -0.120
C 1.924 -4.062 -1.060 -0.559
Cl 3.308 -4.039 -0.007 0.733
C 1.084 -2.926 -1.110 -0.340
N 1.196 -1.804 -0.360 -0.034
H -0.792 -4.002 -3.779 0.105
H 0.655 -6.015 -3.513 0.103
H 2.446 -5.989 -1.793 0.101

---

[9]
48
Properties=species:S:1:pos:R:3:lowdin_charge:R:1 method="wB97M-V/def2-TZVPD" multiplicity=2 homo_energy_ev="0.4 / 0.4" s2=0.78 homo_lumo_gap_ev="4.14 / 4.16" relative_energy_kcal_mol=10.1 total_charge=-2
C -0.795 0.893 -2.766 -0.337
C -1.624 -0.233 -2.475 -0.339
C -0.790 -1.373 -2.265 -0.267
C -3.108 -0.253 -2.583 -0.103
C 0.563 -0.969 -2.454 -0.276
C 0.574 0.446 -2.763 -0.316
C 1.768 1.254 -3.109 -0.043
C -1.286 2.226 -3.195 -0.073
C -1.273 -2.769 -2.110 -0.041
C 1.732 -1.883 -2.479 -0.047
V -0.078 0.384 -0.615 0.447
Cl -2.197 0.267 0.260 0.209
Cl 0.136 2.564 -0.311 0.299
O 1.654 -0.150 -0.355 -0.314
H -3.542 0.710 -2.298 0.063
H -3.549 -1.023 -1.941 0.057
H -3.402 -0.467 -3.619 0.082
H -2.088 -2.836 -1.381 0.079
H -0.471 -3.434 -1.777 0.070
H -1.646 -3.139 -3.076 0.080
H 1.612 -2.696 -1.755 0.077
H 2.652 -1.349 -2.232 0.072
H 1.832 -2.328 -3.477 0.084
H 2.657 0.858 -2.607 0.080
H 1.656 2.296 -2.795 0.064
H 1.937 1.220 -4.193 0.079
H -2.118 2.560 -2.566 0.076
H -1.642 2.172 -4.232 0.080
H -0.493 2.974 -3.134 0.068
H 1.889 -0.475 0.536 0.040
O 2.770 4.275 -0.773 -0.701
H 3.719 4.303 -0.505 -0.227
O -0.416 -2.095 1.654 -0.003
C -0.158 -1.067 2.289 -0.541
N 0.103 0.152 1.703 -0.245
S 0.493 1.392 2.714 0.574
O 1.862 1.803 2.569 -0.288
O -0.538 2.385 2.826 -0.320
C 0.336 0.344 4.133 -0.218
C 0.547 0.761 5.442 -0.044
C 0.365 -0.185 6.452 -0.098
C -0.026 -1.495 6.125 -0.104
C -0.236 -1.879 4.800 -0.017
C -0.053 -0.928 3.780 -0.117
H 0.849 1.789 5.630 0.118
H 0.525 0.106 7.485 0.088
H -0.166 -2.218 6.923 0.086
H -0.536 -2.887 4.515 0.110

---

[10]
48
Properties=species:S:1:pos:R:3:lowdin_charge:R:1 method="wB97M-V/def2-TZVPD" homo_energy_ev=-3.3 homo_lumo_gap_ev=5.18 relative_energy_kcal_mol=18.9 total_charge=-1
C -4.024 -2.305 0.979 -0.024
C -3.324 -0.959 0.897 -0.565
C -3.652 -0.084 2.088 -0.061
C -1.859 -1.055 0.507 -0.216
C -1.183 0.110 0.093 -0.669
I -0.724 1.795 1.410 0.939
C -0.435 0.087 -1.102 -0.171
C 0.006 -1.146 -1.575 -0.074
C -0.402 -2.330 -0.950 -0.079
C -1.264 -2.274 0.153 -0.033
O -3.911 -0.330 -0.283 -0.401
S -3.357 1.248 -0.507 1.040
C -4.908 2.159 -0.153 -0.770
F -4.627 3.149 0.761 0.048
F -5.380 2.732 -1.290 0.064
F -5.896 1.385 0.364 0.077
H -3.764 -2.864 1.889 0.097
H -5.109 -2.159 0.945 0.096
H -3.741 -2.937 0.132 0.084
H -3.782 -0.725 2.966 0.092
H -2.836 0.615 2.314 -0.030
H -4.572 0.482 1.911 0.076
H -0.191 1.023 -1.607 0.112
H 0.689 -1.171 -2.427 0.120
H -0.093 -3.308 -1.335 0.098
H -1.524 -3.198 0.680 0.117
H 1.823 0.693 -0.702 0.040
C 2.720 0.671 -0.106 -0.006
C 3.240 -0.544 0.436 -0.539
O 4.277 -0.712 1.061 0.030
O 2.414 -1.609 0.145 -0.063
C 3.050 -2.834 0.528 -0.263
C 2.085 -3.974 0.366 -0.094
C 3.602 1.796 -0.100 -0.546
O 4.673 1.933 0.468 0.031
O 3.077 2.795 -0.898 -0.064
C 4.017 3.854 -1.101 -0.279
C 3.307 5.006 -1.763 -0.095
H 3.936 -2.996 -0.107 0.125
H 3.387 -2.744 1.567 0.117
H 2.596 -4.899 0.649 0.071
H 1.209 -3.834 1.010 0.070
H 1.751 -4.060 -0.673 0.057
H 4.437 4.149 -0.134 0.114
H 4.840 3.497 -1.738 0.121
H 4.063 5.729 -2.078 0.066
H 2.738 4.660 -2.633 0.071
H 2.621 5.483 -1.054 0.071

---

| no. | total energy (eV) | strongest force on any atom (eV Å⁻¹) |
| --- | --- | --- |
| 1 | -74170.672 | 7.42 |
| 2 | -34423.138 | 1.14 |
| 3 | -85182.127 | 0.47 |
| 4 | -72988.356 | 2.96 |
| 5 | -69380.362 | 1.53 |
| 6 | -95062.852 | 6.36 |
| 7 | -92470.692 | 7.28 |
| 8 | -73579.293 | 0.64 |
| 9 | -91266.839 | 1.64 |
| 10 | -55294.360 | 1.85 |